14
Properties=species:S:1:pos:R:3:nbo_charge:R:1 method="wB97M-V/def2-TZVPD" de_lowest_kcal_mol=26.43 homo_ev=-10.25 smiles="[H]/N=C1/CO[C@H](C)O1" total_energy_ev=-9846.1338
H -1.55792 -2.15052 -1.47337 0.350
N -1.85164 -1.17309 -1.50755 -0.675
C -1.18885 -0.49818 -0.67706 0.534
C -1.24864 0.98943 -0.44070 -0.155
O 0.07959 1.26629 -0.02652 -0.511
C 0.46572 0.14842 0.72840 0.373
C 1.94624 -0.10931 0.63289 -0.638
O -0.22743 -0.97367 0.15979 -0.511
H -1.48929 1.55894 -1.33746 0.224
H -1.97309 1.22407 0.35625 0.188
H 0.12369 0.26314 1.76922 0.147
H 2.20806 -0.95618 1.27313 0.223
H 2.51748 0.76789 0.94516 0.227
H 2.19608 -0.35721 -0.40218 0.226